No. 1
An isolated ion of composition C4H7IN and charge +1. Source: the Open Molecules 2025 dataset; level of theory: the ωB97M-V functional and the def2-TZVPD basis.

As for the total charge: +1. For the HOMO-LUMO gap (alpha / beta), the calculation gives 6.2003 / 6.2961 eV. As for the relative energy (zero: lowest compared OMol25 entry of this formula, charge and spin): 4.059 eV. The electronic energy comes out at -508.48835 Eh. The multiplicity is 3.

Positions of all 13 atoms, in Å:
C: 0.5471 -0.7330 0.7873
C: -0.0151 -1.1931 -0.4948
C: -0.7716 1.4289 -0.6075
C: -1.7218 0.8446 0.4184
N: -0.2281 0.1463 -0.1180
I: -3.3634 -0.3006 -0.1279
H: 0.1374 -0.7761 1.8474
H: 1.5817 -0.4619 0.8756
H: 0.6250 -1.3545 -1.4842
H: -0.7630 -1.9320 -0.4648
H: -1.2378 1.3937 -1.6914
H: -0.3096 2.3573 -0.3813
H: -1.5442 1.0256 1.5248


No. 2
One molecule with the formula C4H7IN2. Source: the Open Molecules 2025 dataset; level of theory: the ωB97M-V functional and the def2-TZVPD basis.

As for the total charge: 0. For the HOMO-LUMO gap, the calculation gives 8.6358 eV. As for the relative energy (zero: lowest compared OMol25 entry of this formula, charge and spin): 2.890 eV. The electronic energy comes out at -563.70648 Eh. The multiplicity is 1.

Positions of all 14 atoms, in Å:
C: 0.8437 1.2798 0.4541
C: 0.0374 0.0611 0.6695
C: 1.3952 1.4913 -0.8618
C: -1.4068 -1.6169 -0.4021
N: -0.6207 -0.4189 -0.2888
N: 2.2390 1.4233 0.3216
I: 3.5201 -0.2401 0.5370
H: 0.3517 2.0998 0.9149
H: 0.1280 -0.4199 1.6759
H: 1.2959 0.5333 -1.3444
H: 1.4202 2.3575 -1.5128
H: -2.3121 -1.3256 -0.9039
H: -0.9425 -2.2365 -1.1659
H: -1.6617 -2.0452 0.5686


No. 3
One molecule with the formula C4H7IO. Source: the Open Molecules 2025 dataset; level of theory: the ωB97M-V functional and the def2-TZVPD basis.

As for the total charge: 0. For the HOMO-LUMO gap (alpha / beta), the calculation gives 6.4697 / 8.5304 eV. As for the relative energy (zero: lowest compared OMol25 entry of this formula, charge and spin): 4.065 eV. The electronic energy comes out at -529.38015 Eh. The multiplicity is 1.

Positions of all 13 atoms, in Å:
C: -1.0269 1.2080 0.1780
C: -1.8802 0.0979 0.0474
C: 0.9528 -0.0105 -0.4141
C: 2.0030 -0.9847 0.0440
O: 0.2539 0.5098 0.5778
I: -3.9416 0.1123 0.3079
H: -0.7847 1.7457 -0.8327
H: -1.3035 1.9771 0.9501
H: -1.4409 -0.8914 0.0806
H: 0.5402 0.0356 -1.4951
H: 3.0551 -0.6732 -0.1241
H: 1.8118 -1.9577 -0.4169
H: 1.7612 -1.1689 1.0972


No. 4
A 2-piece molecular cluster, C4H7IOS overall. Source: the Open Molecules 2025 dataset; level of theory: the ωB97M-V functional and the def2-TZVPD basis.

As for the total charge: 0. For the HOMO-LUMO gap, the calculation gives 8.9472 eV. As for the relative energy (zero: lowest compared OMol25 entry of this formula, charge and spin): 1.009 eV. The electronic energy comes out at -927.67137 Eh. The multiplicity is 1.

Positions of all 14 atoms, in Å:
C: 1.0141 1.3103 0.0533
C: 1.5017 0.4760 1.2795
C: 0.0741 -0.8986 -0.4718
C: -0.6931 -1.7747 -1.0973
O: 0.5941 0.3258 -0.9522
S: 0.4250 -1.0029 1.2453
I: -4.2302 0.2371 -0.1904
H: 0.2907 2.0581 0.3094
H: 1.7517 1.8782 -0.4443
H: 2.4982 0.0614 1.1399
H: 1.3021 1.0840 2.2023
H: -0.7126 -1.9502 -2.1695
H: -2.7602 0.8318 -0.3500
H: -1.0557 -2.6364 -0.5542


No. 5
C4H7LuO as an isolated structure. Source: the Open Molecules 2025 dataset; level of theory: the ωB97M-V functional and the def2-TZVPD basis.

As for the total charge: +2. For the HOMO-LUMO gap (alpha / beta), the calculation gives 7.3092 / 6.0973 eV. As for the relative energy (zero: lowest compared OMol25 entry of this formula, charge and spin): 3.068 eV. The electronic energy comes out at -1466.49247 Eh. The multiplicity is 1.

Positions of all 13 atoms, in Å:
H: -1.3247 1.2123 -1.3234
C: -0.1219 -1.0659 0.8713
C: -1.1491 0.3404 -0.6779
C: 0.0475 0.3827 0.1981
O: 0.6255 1.5431 0.5306
Lu: 1.4366 3.3485 -0.2501
H: 0.1442 -0.9283 1.9236
H: -0.9113 -1.8005 0.6822
H: -1.0607 -0.4083 -1.4788
H: -1.7053 0.8346 0.2777
C: 1.0318 -0.9625 -0.1077
H: 2.0277 -0.8812 0.3393
H: 0.9596 -1.6148 -0.9850


No. 6
C4H7MgO3 as an isolated structure. Source: the Open Molecules 2025 dataset; level of theory: the ωB97M-V functional and the def2-TZVPD basis.

As for the total charge: 0. For the HOMO-LUMO gap (alpha / beta), the calculation gives 9.1716 / 6.3971 eV. As for the relative energy (zero: lowest compared OMol25 entry of this formula, charge and spin): 1.288 eV. The electronic energy comes out at -582.37019 Eh. The multiplicity is 2.

Positions of all 15 atoms, in Å:
H: 3.0726 1.9203 -0.2613
O: -0.0213 1.6880 0.4607
C: -1.1933 1.6280 0.0148
C: -1.8557 0.4608 -0.4426
O: -1.4343 -0.7680 -0.3952
C: -0.6607 -1.3504 0.6798
C: 0.6343 -1.9379 0.1392
O: 1.5234 -1.0231 -0.3649
Mg: 1.7219 0.8266 -0.0881
H: -1.7791 2.5536 -0.1069
H: -2.8714 0.5652 -0.8312
H: -1.2987 -2.1463 1.0837
H: -0.4703 -0.5941 1.4512
H: 0.3570 -2.6851 -0.6335
H: 1.0624 -2.5042 0.9938


No. 7
C4H7MgO3 as an isolated structure. Source: the Open Molecules 2025 dataset; level of theory: the ωB97M-V functional and the def2-TZVPD basis.

As for the total charge: +2. For the HOMO-LUMO gap (alpha / beta), the calculation gives 2.6370 / 2.7668 eV. As for the relative energy (zero: lowest compared OMol25 entry of this formula, charge and spin): 1.533 eV. The electronic energy comes out at -581.62445 Eh. The multiplicity is 2.

Positions of all 15 atoms, in Å:
H: -0.8112 -2.0265 0.5524
Mg: 2.2301 0.6148 4.0616
O: 0.6494 0.1891 3.0984
C: 0.1930 -0.1124 1.9952
O: -1.0594 -0.4336 1.9057
C: -1.5083 -1.2733 0.9147
H: -0.7423 -0.4904 -1.3104
H: -2.5894 -1.2940 0.8298
O: 1.1117 -1.0143 -2.0049
C: 0.2737 -0.1650 -1.7808
C: 0.3513 1.2430 -2.2550
H: 0.7764 -0.0470 1.0105
H: 0.1617 1.3246 -3.3303
H: -0.3806 1.8409 -1.6895
H: 1.3439 1.6440 -1.9975


No. 8
C4H7MnO3 as an isolated structure. Source: the Open Molecules 2025 dataset; level of theory: the ωB97M-V functional and the def2-TZVPD basis.

As for the total charge: -1. For the HOMO-LUMO gap (alpha / beta), the calculation gives 5.0841 / 4.2590 eV. The electronic energy comes out at -1533.13738 Eh. The multiplicity is 6.

Positions of all 15 atoms, in Å:
O: 1.1896 -0.6674 -0.6715
Mn: -0.0656 -4.2591 -1.6871
O: 0.7363 -2.8321 -0.6312
C: 0.3625 -1.6251 -0.6446
O: -0.8563 -1.4291 -0.1393
C: -1.3038 -0.0837 0.1967
H: -1.4467 0.4077 -0.7798
H: -2.0740 -0.2555 0.9635
C: 0.3128 0.7172 0.8064
C: 0.5138 1.9910 -0.0085
H: 0.5543 -0.1741 1.4031
H: 0.3311 1.1795 1.8161
H: -0.1471 2.0787 -0.8815
H: 0.3399 2.8782 0.6151
H: 1.5531 2.0739 -0.3572


No. 9
C4H7N as an isolated structure. Source: the Open Molecules 2025 dataset; level of theory: the ωB97M-V functional and the def2-TZVPD basis.

As for the total charge: 0. For the HOMO-LUMO gap, the calculation gives 10.7073 eV. As for the relative energy (zero: lowest compared OMol25 entry of this formula, charge and spin): 1.398 eV. The electronic energy comes out at -211.30930 Eh. The multiplicity is 1.

Positions of all 12 atoms, in Å:
C: 0.6593 1.4215 -0.6505
C: 0.7840 -0.0457 -0.8573
C: 0.2150 -0.1415 0.5813
C: -1.1407 -0.7823 0.7224
N: 0.1778 1.4752 0.5277
H: 0.8953 2.2553 -1.2955
H: 0.1240 -0.4616 -1.6194
H: 1.7930 -0.4292 -0.9956
H: 0.9289 -0.4527 1.3392
H: -1.8826 -0.2247 0.1566
H: -1.4526 -0.8163 1.7623
H: -1.1013 -1.7979 0.3288